No. 1
Here is an isolated molecule of C4H5NO from OMol25. Energies are from the ωB97M-V functional and the def2-TZVPD basis.

Properties
LUMO (eV): 1.0
Gap between HOMO and LUMO (eV): 11.140
SMILES: [H]/N=C/OCC#C
Energy relative to the best compared isomer or geometry (same formula, charge and spin) (kcal per mole): 57.8

ORCA input file:
```
! wB97M-V def2-TZVPD RIJCOSX def2/J DEFGRID3
* xyz 0 1
H 2.35524 -1.35557 -1.71956
N 1.67422 -0.78375 -1.22892
C 0.78118 -1.50121 -0.68961
O -0.23205 -0.97901 0.02078
C -0.16912 0.44666 0.09131
C -1.22066 1.02968 0.92059
C -1.93492 1.74410 1.57515
H 0.69989 -2.59097 -0.71552
H -0.21870 0.85280 -0.92368
H 0.80073 0.73456 0.50707
H -2.53581 2.40273 2.16238
*
```

In the Mulliken picture, each atom carries the following charge in e: 0.221, -0.580, 0.088, -0.300, -0.466, -0.639, 0.280, 0.364, 0.303, 0.304, 0.424



No. 2
Here is an isolated molecule of C4H5NO at a distorted geometry from OMol25. Energies are from the ωB97M-V functional and the def2-TZVPD basis.

Properties
LUMO (eV): 0.8
Gap between HOMO and LUMO (eV): 11.051
SMILES: C=CCOC#N
Energy relative to the best compared isomer or geometry (same formula, charge and spin) (kcal per mole): 57.6

ORCA input file:
```
! wB97M-V def2-TZVPD RIJCOSX def2/J DEFGRID3
* xyz 0 1
C 0.42472 0.63303 1.12092
C 0.76607 0.69886 -0.16955
C 0.51462 -0.50901 -1.00323
O -0.95893 -0.42894 -1.08356
C -1.52773 -0.53769 0.07738
N -2.18145 -0.74383 1.01485
H 0.48684 -0.29247 1.68264
H 0.05854 1.49553 1.66463
H 0.79145 1.63894 -0.71423
H 0.85479 -0.48214 -2.04179
H 0.77107 -1.47227 -0.54807
*
```

In the Mulliken picture, each atom carries the following charge in e: -0.743, -0.046, -0.436, -0.341, 0.578, -0.459, 0.343, 0.276, 0.278, 0.234, 0.317



No. 3
Here is an isolated molecule of C4H5NO from OMol25. Energies are from the ωB97M-V functional and the def2-TZVPD basis.

Properties
LUMO (eV): 0.5
Gap between HOMO and LUMO (eV): 11.136
Energy relative to the best compared isomer or geometry (same formula, charge and spin) (kcal per mole): 36.2

ORCA input file:
```
! wB97M-V def2-TZVPD RIJCOSX def2/J DEFGRID3
* xyz 0 1
C -0.97360 -0.66403 0.48100
C 0.22544 0.23670 0.22080
C 1.24362 -0.35614 -0.75514
O 1.28515 -1.52979 -1.02117
C -0.53576 2.65127 -0.33299
N -0.18357 1.53750 -0.21064
H -1.61589 -0.20554 1.23887
H -1.55523 -0.80620 -0.43396
H -0.63556 -1.64132 0.83345
H 0.77798 0.40444 1.15468
H 1.96741 0.37309 -1.17489
*
```

In the Mulliken picture, each atom carries the following charge in e: -1.154, 0.316, -0.087, -0.444, -0.184, -0.030, 0.362, 0.324, 0.326, 0.217, 0.354



No. 4
Here is an isolated molecule of C4H5NO at a distorted geometry from OMol25. Energies are from the ωB97M-V functional and the def2-TZVPD basis.

Properties
LUMO (eV): 0.5
Gap between HOMO and LUMO (eV): 10.019
Energy relative to the best compared isomer or geometry (same formula, charge and spin) (kcal per mole): 103.7

ORCA input file:
```
! wB97M-V def2-TZVPD RIJCOSX def2/J DEFGRID3
* xyz 0 1
C -1.50390 -0.81248 -0.20985
C 2.09792 -1.46511 0.08712
N 2.00584 -0.33160 -0.19230
C 1.47726 0.88437 -0.01212
C 0.24537 0.82580 0.44789
O -0.27667 -0.34475 0.79266
H -2.27680 -1.30462 0.38683
H -1.67930 -1.20453 -1.24232
H -1.92950 0.21004 -0.30606
H 2.02056 1.77275 -0.26713
H -0.20620 1.80249 0.53761
*
```

In the Mulliken picture, each atom carries the following charge in e: -0.734, -0.114, -0.103, -0.397, 0.011, -0.359, 0.312, 0.311, 0.292, 0.402, 0.380



No. 5
Here is a cluster of 2 separate species, C4H5NO in total at a distorted geometry from OMol25. Energies are from the ωB97M-V functional and the def2-TZVPD basis.

Properties
LUMO (eV): -0.1
Gap between HOMO and LUMO (eV): 10.210
Energy relative to the best compared isomer or geometry (same formula, charge and spin) (kcal per mole): 85.7

ORCA input file:
```
! wB97M-V def2-TZVPD RIJCOSX def2/J DEFGRID3
* xyz 0 1
C -1.14146 -0.26881 -0.21871
C -0.06085 0.67566 -0.71078
C 1.05527 0.60722 0.27140
O 1.89250 1.24346 0.83322
C 0.96428 -0.77288 0.80527
N 1.47604 -1.65536 1.38319
H -0.68403 -1.32783 0.81421
H -1.50253 -0.85701 -1.06711
H -1.90375 0.27409 0.34311
H -0.37272 1.71598 -0.74897
H 0.27725 0.36547 -1.70484
*
```

In the Mulliken picture, each atom carries the following charge in e: -0.985, -0.380, 0.383, -0.439, 0.350, -0.469, 0.305, 0.318, 0.343, 0.318, 0.255



No. 6
Here is a cluster of 2 separate species, C4H5NO in total from OMol25. Energies are from the ωB97M-V functional and the def2-TZVPD basis.

Properties
LUMO (eV): 0.2
Gap between HOMO and LUMO (eV): 10.576
SMILES: C#CC=O.C=N
Energy relative to the best compared isomer or geometry (same formula, charge and spin) (kcal per mole): 80.1

ORCA input file:
```
! wB97M-V def2-TZVPD RIJCOSX def2/J DEFGRID3
* xyz 0 1
C 0.05470 0.83424 -2.11913
C 0.47579 1.01469 -1.00398
C 0.96783 1.26327 0.35282
O 2.10795 1.04389 0.68217
H -0.30193 0.68053 -3.11519
H 0.21820 1.66959 1.05076
C -0.50511 -1.49645 0.55505
N -0.58309 -0.77030 1.59196
H 0.48660 -1.72819 0.15931
H -1.36138 -1.89987 -0.00202
H -1.55956 -0.61139 1.84826
*
```

In the Mulliken picture, each atom carries the following charge in e: 0.220, -0.170, -0.307, -0.422, 0.375, 0.295, -0.346, -0.458, 0.362, 0.242, 0.209



Question: What is the energy relative to the best compared isomer or geometry (same formula, charge and spin) in the fifth record?
Answer: 85.7 kcal per mole



Question: Which formula does entry 5 have?
Answer: C4H5NO



Question: LUMO of number 6 (C4H5NO)?
Answer: 0.2 eV